ORCA calculation (the ωB97M-V functional and the def2-TZVPD basis) on a 2-piece molecular cluster, C6H11N3O2 overall.

Last column: natural (NBO) charge in e.
Element x y z (Å)
C: -3.01504 -0.77129 -0.30160  -0.099
H: 0.71599 0.08032 2.26586  0.195
N: -1.92219 0.18826 -0.04031  -0.176
H: 1.52993 1.54319 1.75933  0.193
N: -2.33388 1.14678 0.84033  -0.480
N: -4.13978 -0.10252 0.30473  -0.544
H: 3.47747 -1.98372 -2.00183  0.097
C: 3.52750 -0.06409 -1.19310  -0.728
O: 0.49041 0.57326 0.20789  -0.477
C: 0.59209 1.02662 1.61812  -0.273
H: 4.57904 -0.08803 -1.33401  0.220
H: -2.89229 -1.80742 0.29329  0.189
H: -3.26221 -1.12111 -1.26100  0.217
H: 3.28359 0.45417 -0.27333  0.228
C: -3.68578 0.99758 0.84539  0.212
C: 3.05747 -1.49032 -1.14616  0.452
H: 3.19293 0.52987 -2.07876  0.244
H: -0.22861 1.70695 1.90938  0.237
O: 2.18389 -1.85868 -0.42882  -0.513
H: -0.23186 -0.59520 -1.15610  0.187
H: -4.33536 1.63981 1.45243  0.198
C: -0.58333 -0.00444 -0.28171  0.420

- highest occupied orbital energy (eV) = -6.98
- LUMO energy (Ha) = 0.017
- M (g mol⁻¹) = 157.2
- electronic energy (a.u.) = -549.81206
- energy above the lowest of the compared OMol25 structures with the same formula, charge and spin (kcal/mol) = 84.6